--- i ---
C5H4 | ωB97M-V/def2-TZVPD

The geometry in XYZ format:
```
9
Properties=species:S:1:pos:R:3
C 0.18 0.18 -0.32
C 1.36 -0.27 -1.10
C 2.02 -0.02 -2.16
C -0.75 1.09 -0.32
C 0.85 -1.03 0.13
H -0.82 1.83 -1.23
H -1.37 1.16 0.64
H 1.61 -1.39 0.85
H 0.39 -1.90 -0.36
```

orbital gap: 9.42 eV



--- ii ---
C5H4 | ωB97M-V/def2-TZVPD

The geometry in XYZ format:
```
9
Properties=species:S:1:pos:R:3
C 1.01 -0.06 0.07
C 2.26 0.23 -0.07
C 0.06 -1.12 0.05
C -1.00 -0.28 -0.07
C -0.15 0.92 0.05
H 0.04 -2.16 -0.03
H -1.96 -0.50 -0.32
H -0.08 1.32 1.14
H -0.17 1.64 -0.82
```

orbital gap: 8.86 eV



--- iii ---
C5H4 | ωB97M-V/def2-TZVPD

The geometry in XYZ format:
```
9
Properties=species:S:1:pos:R:3
C 1.58 -0.46 -0.22
C 1.38 0.83 0.27
C 0.14 1.16 -0.11
C -0.66 -0.03 0.04
C 0.40 -1.09 -0.23
H -0.38 2.15 -0.05
H -1.71 -0.07 -0.31
H -0.75 -0.39 1.14
H 0.00 -2.09 -0.52
```

orbital gap (alpha / beta): 7.81 / 7.77 eV
SMILES: C1=C=CCC=1



ii takes first place; second place is 10.0 kcal/mol up.